Entry 1:
Density functional theory data (the ωB97M-V functional and the def2-TZVPD basis) for a cluster of 2 separate species, C25H54IO4P2 in total.

Each line ends with the Löwdin charge.
CARTESIAN COORDINATES (ANGSTROEM)
H1 1.6457 1.2987 -1.4048  0.116
H2 -1.7872 1.9014 2.7591  0.115
C1 -0.0916 -2.7394 -1.2714  -0.253
C2 -3.4274 -3.8655 -2.9704  -0.249
C3 -2.5830 -3.2818 -4.1073  -0.208
H3 -2.5752 0.5144 0.4473  0.085
H4 2.1340 -1.6026 -5.0584  0.101
H5 2.3144 -2.4195 -2.6659  0.101
H6 -2.0072 -3.5159 -0.6956  0.080
C4 0.5054 5.4095 5.4618  -0.628
H7 -1.3880 1.3898 -1.8561  0.069
H8 -2.0212 -0.8480 -1.5015  0.073
C5 0.9156 3.9348 7.9667  -0.058
H9 -3.2783 -1.6406 -0.5913  0.106
H10 -0.8047 -4.5346 -3.8520  0.095
H11 0.6751 -2.1065 -0.8151  0.094
C6 1.0768 1.5823 4.8485  -0.176
H12 3.3894 -2.7506 -4.6829  0.122
H13 -3.1121 -5.9836 -3.3388  0.085
C7 1.4034 2.1596 3.4636  -0.210
H14 -1.1057 -2.8088 0.5947  0.121
H15 -0.9315 3.2521 3.4490  0.109
C8 -0.1827 -0.7381 -3.5775  -0.260
H16 1.1803 4.9832 7.8990  0.017
C9 -1.0588 -3.4911 -4.0486  -0.258
C10 -0.4262 1.8158 -1.5596  -0.086
H17 2.9661 -5.3285 -5.4205  0.086
H18 0.5653 -0.0042 -0.9817  0.077
C11 -2.0204 -0.4097 0.6088  -0.098
H19 -0.0041 1.4901 4.9299  0.111
H20 1.4724 0.5719 4.8849  0.112
H21 0.1155 3.8342 8.6899  0.085
H22 1.7971 -4.0011 -3.1572  0.100
H23 -0.2671 2.5846 6.8676  0.143
H24 -2.3900 -0.8617 1.5304  0.088
H25 0.2945 -3.7593 -1.1521  0.107
H26 1.9143 1.7178 6.7983  0.120
C12 1.8723 -3.5336 -5.9633  -0.259
C13 0.8840 0.2688 -3.1151  -0.222
O1 -1.2800 3.3585 1.4482  -0.205
P1 2.2583 5.5413 4.7484  0.546
C14 -2.2218 -1.3682 -0.5628  -0.247
C15 0.3621 1.8121 2.4164  -0.176
H27 0.8668 1.1079 -3.8120  0.123
C16 0.7125 0.8114 -1.6946  -0.249
H28 -0.2447 2.6957 -2.1791  0.087
C17 1.9513 -5.0320 -5.6904  -0.097
H29 -4.4646 -3.8942 -3.3079  0.117
C18 1.7039 -2.9418 -3.4094  -0.270
O2 2.0183 7.0680 4.2482  -0.378
H30 1.4711 3.2391 3.5493  0.040
O3 -0.1723 6.4329 5.4650  0.076
C19 -0.5402 4.5577 1.3741  -0.092
H31 -0.1469 -0.7899 -4.6722  0.107
H32 -0.0142 4.7812 2.3003  0.074
C20 -3.0220 -5.2654 -2.5218  -0.103
C21 -1.3871 -2.6548 -0.4486  -0.210
H33 0.7320 2.0197 1.4161  0.101
H34 1.2825 -5.3434 -4.8855  0.054
P2 0.0025 -2.4439 -3.0454  1.012
H35 -3.6652 -5.6023 -1.7100  0.083
H36 2.5037 2.9760 5.7570  0.071
H37 2.3868 1.8149 3.1535  0.115
H38 2.5233 -3.2988 -6.8067  0.115
H39 -0.9710 -0.1521 0.7536  0.051
C22 -0.9574 2.5793 2.5940  -0.210
H40 -0.5313 2.1567 -0.5306  0.047
O4 -0.0759 4.2049 5.7155  -0.039
H41 -3.4267 -3.1831 -2.1193  0.070
C23 0.5263 3.2884 6.6419  -0.365
I1 3.7175 5.8595 6.7023  0.480
H42 -1.1871 -0.3751 -3.3516  0.085
H43 0.1420 0.7466 2.4456  0.095
H44 0.8668 -3.2678 -6.2995  0.089
H45 -2.8049 -2.2166 -4.2105  0.109
H46 -0.7021 -3.2998 -5.0643  0.082
H47 -1.9948 -5.3039 -2.1512  0.056
C24 2.3079 -2.6482 -4.7916  -0.225
H48 -2.9171 -3.7460 -5.0371  0.119
H49 0.1990 4.5105 0.5764  0.084
H50 1.7766 3.4182 8.3756  0.077
H51 2.8190 7.3381 3.7893  0.046
H52 1.8763 -0.1799 -3.2075  0.097
H53 -1.2150 5.3848 1.1835  0.093
C25 1.6107 2.4130 6.0211  -0.164
H54 1.6661 -5.5941 -6.5783  0.081

- energy above the lowest of the compared OMol25 structures with the same formula, charge and spin (kJ/mol) = 19.7
- Kohn-Sham gap (eV) = 8.4
- E_LUMO (eV) = -2.05
- charge = +1

***

Entry 2:
Density functional theory data (the ωB97M-V functional and the def2-TZVPD basis) for a cluster of 2 separate species, C4H14NOS in total.

Each line ends with the Löwdin charge.
CARTESIAN COORDINATES (ANGSTROEM)
O1 0.0567 2.2871 2.9805  -0.083
C1 -1.2676 -1.8068 -1.1592  -0.588
H1 1.0908 -0.9255 1.2551  0.172
C2 0.2909 0.2392 -0.4828  -0.281
H2 -1.1209 -2.6808 -1.8330  0.085
H3 -0.5193 0.9343 -0.7318  0.167
H4 0.7564 -1.9412 -0.7691  0.148
H5 0.3257 3.1844 2.6763  0.067
H6 1.6814 1.6151 -1.5373  0.061
H7 0.3777 -0.8984 -2.2388  0.098
H8 0.8392 0.5773 1.4230  0.114
H9 -0.4295 -0.5387 1.3462  0.107
H10 -3.1494 -0.9339 -0.3095  -0.091
C3 1.5887 1.0660 -0.6800  -0.020
N1 0.4274 -0.2292 0.9674  0.220
C4 0.1381 -1.0760 -1.2446  -0.184
H11 -0.8372 2.1463 2.5546  0.068
H12 2.5989 0.5465 -0.7052  0.131
H13 1.6220 1.7028 0.1446  0.052
S1 -2.5428 -2.1244 0.1004  0.712
H14 -1.9274 -1.1441 -1.7566  0.045

- energy above the lowest of the compared OMol25 structures with the same formula, charge and spin (kJ/mol) = 232.7
- Kohn-Sham gap (eV) = 9.8
- E_LUMO (eV) = -3.19
- charge = +1

***

Entry 3:
Density functional theory data (the ωB97M-V functional and the def2-TZVPD basis) for an isolated molecule of C4H7NO.

Each line ends with the Löwdin charge.
CARTESIAN COORDINATES (ANGSTROEM)
C1 -1.1653 -0.6674 0.2013  -0.279
H1 -1.8151 -0.6984 -0.6864  0.114
C2 0.2728 1.1090 -0.8119  0.014
C3 0.9847 0.1753 -0.1779  -0.427
C4 0.2733 -1.1560 0.0181  -0.103
H2 0.1522 2.1589 -0.5869  0.076
H3 2.3547 1.3125 0.3781  0.116
N1 -1.4841 -0.1380 1.3093  0.087
O1 2.1175 0.3836 0.5196  0.064
H4 0.4101 -1.8896 -0.7855  0.114
H5 -2.3886 0.3309 1.2554  0.051
H6 -0.3031 0.6777 -1.5983  0.054
H7 0.5910 -1.5985 0.9652  0.119

- energy above the lowest of the compared OMol25 structures with the same formula, charge and spin (kJ/mol) = 277.8
- Kohn-Sham gap (eV) = 9.3
- E_LUMO (eV) = 0.94
- charge = 0

***

Entry 4:
Density functional theory data (the ωB97M-V functional and the def2-TZVPD basis) for a structure of composition C3H8NO2.

Each line ends with the Löwdin charge.
CARTESIAN COORDINATES (ANGSTROEM)
N1 -0.6764 0.8174 -0.1545  0.068
H1 2.2417 -1.3211 1.1033  0.187
H2 -1.3843 -0.8616 -0.9992  0.061
H3 2.0086 1.5980 -0.7011  0.184
H4 -2.7112 0.2434 -0.7044  0.136
H5 -2.0414 -0.6810 0.5915  0.113
C1 1.0263 0.1488 0.1195  -0.517
C2 1.1453 -1.1092 0.7386  0.083
H6 0.3954 -1.8391 0.9695  0.126
O1 1.1874 -0.8720 -0.7523  0.076
H7 -0.5661 1.5385 -0.8837  0.163
C3 -1.7172 -0.1700 -0.3262  -0.065
O2 1.8438 1.1644 0.1759  0.167
H8 -0.7517 1.3434 0.8231  0.219

- energy above the lowest of the compared OMol25 structures with the same formula, charge and spin (kJ/mol) = 347.3
- Kohn-Sham gap (eV) = 12.6
- E_LUMO (eV) = -3.58
- charge = +1

***

Entry 5:
Density functional theory data (the ωB97M-V functional and the def2-TZVPD basis) for a cluster of 2 separate species, C4H12N5O in total.

Each line ends with the Löwdin charge.
CARTESIAN COORDINATES (ANGSTROEM)
N1 3.6215 -0.3118 -0.8780  0.086
C1 2.0037 0.4289 0.4752  -0.440
H1 -3.2400 1.2593 0.4189  0.109
C2 -1.3598 1.4834 -1.1433  -0.107
H2 -3.0361 -0.4836 1.0590  0.098
H3 -0.7167 -2.3596 -0.7893  0.085
N2 1.1309 -0.5913 0.0064  0.071
N3 3.2349 0.3420 0.0880  0.006
N4 -1.6440 0.3087 -0.4415  -0.080
N5 -0.0543 -0.7811 0.5178  0.024
H4 0.2131 -2.7763 0.6934  0.097
H5 -1.9002 0.8551 1.4632  0.126
H6 -1.9923 1.6133 -1.9815  0.098
H7 1.7288 -1.1791 -0.7699  0.227
H8 -0.3296 1.1590 -1.5711  0.118
C3 -0.5791 -2.1542 0.2559  -0.041
H9 2.0246 2.0988 1.3226  0.175
O1 1.5413 1.2469 1.3183  0.190
C4 -2.5375 0.4157 0.6182  -0.134
H10 -1.4774 -2.3504 0.8763  0.094
H11 4.6682 -0.5964 -0.9003  0.135
H12 -1.2999 2.3728 -0.6383  0.063

- energy above the lowest of the compared OMol25 structures with the same formula, charge and spin (kJ/mol) = 580.2
- Kohn-Sham gap (spin up / spin down) (eV) = 7.6 / 6.6
- E_LUMO (spin up / spin down) (eV) = -5.43 / -5.68
- charge = +1

***

Which of these has the highest energy above the lowest of the compared OMol25 structures with the same formula, charge and spin?
C4H12N5O

***

What is the energy above the lowest of the compared OMol25 structures with the same formula, charge and spin in the third record?
277.8 kJ/mol

***

Which formula does entry 5 have?
C4H12N5O

***

The lowest charge belongs to which entry?
C4H7NO